P.
C9H15NOS | ωB97M-V/def2-TZVPD

SMILES string: CC(C)(CO)NCc1cccs1
HOMO, Eh: -0.3161
Molar mass, g mol⁻¹: 185.292
HOMO-LUMO gap, hartree: 0.338

Each line ends with the Mulliken charge.
CARTESIAN COORDINATES (ANGSTROEM)
1 S 2.868 1.119 0.315  -0.13
2 O -1.786 -1.440 1.311  -0.66
3 N -0.992 -0.178 -0.434  -0.57
4 C -3.228 -0.734 -0.970  -1.58
5 C -2.481 -0.094 1.182  -1.14
6 C -2.691 1.625 -0.688  -1.37
7 C 1.608 -1.112 -0.410  -0.13
8 C 3.021 -1.443 -0.541  -0.58
9 C 1.343 0.172 0.096  0.13
10 C -2.334 0.198 -0.214  1.40
11 C 3.750 -0.282 -0.211  -0.26
12 C -0.032 0.686 0.351  -0.47
13 H -0.334 0.783 1.466  0.25
14 H -0.813 -1.252 0.900  0.44
15 H -2.888 1.807 -1.882  0.29
16 H -3.307 -1.872 -0.561  0.29
17 H 3.334 -2.468 -1.055  0.26
18 H -2.044 0.651 1.817  0.43
19 H -3.817 1.783 -0.327  0.35
20 H 4.833 -0.162 -0.425  0.35
21 H -3.508 -0.330 1.234  0.50
22 H -3.101 -0.563 -2.000  0.46
23 H -4.328 -0.533 -0.607  0.38
24 H 0.698 -1.600 -1.039  0.20
25 H -0.121 1.778 0.205  0.46
26 H -2.211 2.831 -0.414  0.23
27 H -0.781 -0.084 -1.386  0.49


Q.
C9H15NOS | ωB97M-V/def2-TZVPD

SMILES string: CC(C)(C)C=O.C=C1CN=CS1
HOMO, Eh: -0.3048
Molar mass, g mol⁻¹: 185.292
HOMO-LUMO gap, hartree: 0.330

Each line ends with the Mulliken charge.
CARTESIAN COORDINATES (ANGSTROEM)
1 S 2.532 1.545 0.316  -0.22
2 O -1.267 0.616 1.197  -0.54
3 N 1.244 3.547 1.348  -0.53
4 C -0.721 -0.798 -0.706  2.18
5 C -0.905 -0.494 0.769  -0.51
6 C 1.582 -0.007 2.282  -0.98
7 C -0.300 0.471 -1.367  -1.45
8 C 0.837 2.476 2.166  -0.58
9 C 1.539 1.177 1.701  0.65
10 C 2.043 3.225 0.464  0.11
11 C -1.946 -1.388 -1.358  -2.09
12 C 0.425 -1.922 -0.793  -1.73
13 H 2.322 3.853 -0.410  0.37
14 H -2.670 -0.619 -1.175  0.46
15 H -2.225 -2.156 -0.712  0.51
16 H 2.124 -0.779 1.798  0.34
17 H 0.057 0.332 -2.310  0.61
18 H 0.512 0.845 -0.805  -0.07
19 H 1.451 -1.620 -0.777  0.29
20 H 0.213 -2.556 -1.599  0.50
21 H 1.101 -0.214 3.222  0.31
22 H -0.257 2.505 2.082  0.20
23 H -0.920 -1.294 1.473  0.57
24 H 0.183 -2.481 0.087  0.45
25 H 0.945 2.497 3.236  0.38
26 H -1.087 1.234 -1.521  0.28
27 H -1.858 -1.638 -2.359  0.50


Q: Which of them is the least stable? A: P.


P.
C15H18N2O4S | ωB97M-V/def2-TZVPD

SMILES string: COC(=O)c1cc(S(=O)(=O)Nc2cccc(C)c2C)cn1C
HOMO, Eh: -0.3301
Molar mass, g mol⁻¹: 322.386
HOMO-LUMO gap, hartree: 0.352

Each line ends with the Mulliken charge.
CARTESIAN COORDINATES (ANGSTROEM)
1 S -2.258 0.653 1.478  1.57
2 O -3.644 0.405 1.751  -0.75
3 O 1.004 -4.459 -0.347  -0.62
4 O 2.057 -2.914 0.899  -0.30
5 O -1.417 1.156 2.523  -0.66
6 N -2.239 1.692 0.141  -0.24
7 N -1.366 -2.762 -0.233  0.17
8 C -2.208 -1.756 0.055  -0.44
9 C 0.038 0.958 -1.430  -1.61
10 C -1.690 -3.917 -1.023  -0.91
11 C 1.116 3.073 -0.606  0.92
12 C -1.548 -0.831 0.839  -0.26
13 C 3.222 -3.724 0.870  -0.69
14 C 0.990 -3.405 0.249  0.48
15 C -1.130 2.580 0.098  -0.11
16 C 2.360 2.706 -1.357  -1.40
17 C -1.177 3.780 0.795  -0.45
18 C -0.154 -2.507 0.359  -0.09
19 C 0.008 2.219 -0.622  0.73
20 C 1.058 4.264 0.103  -0.86
21 C -0.085 4.625 0.793  -0.80
22 C -0.249 -1.301 1.038  -0.31
23 H 0.362 1.173 -2.448  0.51
24 H 1.918 4.918 0.113  0.36
25 H 3.981 -3.182 1.427  0.22
26 H 2.166 2.669 -2.429  0.30
27 H 3.145 3.436 -1.176  0.40
28 H 0.517 -0.824 1.612  0.64
29 H 0.734 0.238 -1.001  0.26
30 H -2.726 -3.847 -1.349  0.33
31 H -2.071 4.035 1.345  0.41
32 H -3.125 2.179 0.143  0.46
33 H -0.120 5.556 1.337  0.38
34 H 3.024 -4.692 1.336  0.30
35 H 2.719 1.725 -1.050  0.28
36 H -0.951 0.511 -1.460  0.43
37 H -3.223 -1.734 -0.286  0.42
38 H -1.034 -3.980 -1.891  0.32
39 H -1.551 -4.827 -0.438  0.31
40 H 3.546 -3.891 -0.159  0.31


Q.
C15H18N2O4S | ωB97M-V/def2-TZVPD

SMILES string: COc1cc(C(=O)CSc2nccn2C)cc(OC)c1OC
HOMO, Eh: -0.2924
Molar mass, g mol⁻¹: 322.386
HOMO-LUMO gap, hartree: 0.309

Each line ends with the Mulliken charge.
CARTESIAN COORDINATES (ANGSTROEM)
1 S -2.649 -1.397 0.391  -0.29
2 O 2.576 2.390 -0.045  -0.43
3 O 3.538 -0.205 -0.987  -0.56
4 O -1.353 1.334 2.815  -0.63
5 O 2.080 -2.397 -0.345  -0.46
6 N -2.191 1.214 0.082  -0.27
7 N -2.830 0.251 -1.801  0.15
8 C 0.457 -1.060 0.858  -0.29
9 C -3.234 -0.764 -2.731  -0.90
10 C 0.792 1.312 0.936  -1.37
11 C 1.972 1.200 0.202  0.39
12 C -2.561 0.097 -0.486  0.37
13 C 2.401 -0.069 -0.213  1.00
14 C 1.303 -3.548 -0.120  -0.92
15 C 1.621 -1.196 0.121  0.90
16 C -2.599 1.578 -2.073  -0.30
17 C 0.030 0.204 1.258  -0.22
18 C 3.843 2.471 -0.660  -0.75
19 C -1.218 0.423 2.032  0.67
20 C -2.279 -0.682 2.017  -0.97
21 C -2.207 2.152 -0.901  -0.83
22 C 4.574 -1.007 -0.452  -0.75
23 H -3.202 -0.269 2.425  0.49
24 H 3.836 2.043 -1.664  0.27
25 H -2.394 -1.068 -3.359  0.31
26 H 4.059 3.538 -0.716  0.28
27 H 0.297 -3.443 -0.537  0.34
28 H 1.234 -3.786 0.946  0.35
29 H -0.111 -1.934 1.125  0.46
30 H 5.414 -0.889 -1.135  0.28
31 H -1.949 -1.510 2.646  0.44
32 H -2.738 1.983 -3.054  0.49
33 H 1.824 -4.355 -0.634  0.25
34 H -4.035 -0.387 -3.368  0.35
35 H -3.591 -1.630 -2.174  0.31
36 H 0.466 2.290 1.248  0.51
37 H 4.863 -0.660 0.546  0.31
38 H 4.288 -2.058 -0.400  0.25
39 H 4.615 1.980 -0.061  0.28
40 H -1.940 3.166 -0.690  0.47


Q: Which of them is the least stable? A: Q.


P.
C28H56O7 | ωB97M-V/def2-TZVPD

SMILES string: C1CCOC1.C1CCOC1.C1CCOC1.C1CCOC1.C1CCOC1.C1CCOC1.C1CCOC1
HOMO, Eh: -0.3428
Molar mass, g mol⁻¹: 504.749
HOMO-LUMO gap, hartree: 0.365

Each line ends with the Mulliken charge.
CARTESIAN COORDINATES (ANGSTROEM)
1 O 3.072 2.294 -0.488  -0.31
2 O 1.877 4.672 3.940  -0.48
3 O -3.653 -0.100 -1.791  -0.37
4 O -1.931 5.136 0.569  -0.51
5 O -0.530 -1.615 -0.187  0.12
6 O 1.188 -6.300 1.218  -0.46
7 O 2.565 -3.331 -4.157  -0.41
8 C -0.609 -5.043 0.388  0.10
9 C 0.277 -2.992 -3.504  -0.01
10 C -2.915 -1.080 -2.400  -1.23
11 C 4.546 3.836 0.303  -0.61
12 C 1.348 4.316 5.173  -0.63
13 C 0.624 -0.791 -0.275  -0.93
14 C 1.004 -0.319 1.091  -0.13
15 C 4.610 2.659 1.096  -0.27
16 C -0.163 -0.649 1.918  -0.10
17 C -3.849 -1.689 -3.443  -0.47
18 C -2.559 3.069 0.971  -0.70
19 C -5.017 -0.367 -1.903  -0.47
20 C 0.334 -6.290 2.380  -0.49
21 C 1.065 4.136 2.898  -0.35
22 C 1.518 -3.925 -3.439  -0.24
23 C -5.215 -1.037 -3.259  -1.09
24 C -0.423 -5.032 2.010  -0.16
25 C -1.358 2.904 0.029  0.55
26 C 4.002 1.556 0.180  -0.03
27 C -0.981 4.355 -0.238  -0.28
28 C -1.271 -0.993 0.870  -0.97
29 C 0.737 2.951 5.051  -0.33
30 C 3.386 3.668 -0.657  -0.11
31 C 1.949 -2.426 -5.107  -0.49
32 C -3.119 4.461 0.756  -0.74
33 C 0.726 2.797 3.592  0.97
34 C 0.446 -2.300 -4.799  -0.51
35 C 0.401 -6.072 0.011  -0.40
36 H -0.977 4.628 -1.310  0.32
37 H 1.317 -5.627 -0.649  0.04
38 H 1.481 -4.926 -3.975  0.32
39 H 1.612 2.108 3.438  -0.11
40 H 0.430 0.041 -0.977  0.29
41 H -1.739 -1.853 1.198  0.77
42 H -3.971 -2.747 -3.362  0.37
43 H 0.210 -1.246 -4.575  0.21
44 H -2.470 2.904 2.117  0.22
45 H 2.569 4.328 -0.438  -0.05
46 H 0.340 4.742 2.741  0.71
47 H -5.958 -1.581 -3.205  0.50
48 H 5.461 4.323 0.012  0.43
49 H 4.042 2.804 2.016  0.02
50 H 1.305 0.697 1.180  -0.04
51 H -2.035 -0.231 0.610  -0.04
52 H 2.429 -1.504 -5.228  0.38
53 H -0.236 -7.226 2.585  0.24
54 H -3.431 -1.474 -4.372  0.31
55 H 4.869 0.971 -0.356  0.24
56 H -3.759 4.425 -0.115  0.30
57 H 0.080 -6.843 -0.462  0.53
58 H 3.652 3.827 -1.763  0.28
59 H -5.188 -1.080 -1.170  0.37
60 H -3.732 4.730 1.556  0.47
61 H 5.636 2.240 1.441  0.34
62 H 1.468 -1.257 -0.772  0.54
63 H -0.286 2.570 3.144  -0.58
64 H -2.624 -1.689 -1.667  0.44
65 H -0.087 -1.475 2.513  0.41
66 H -0.680 2.154 0.609  -0.66
67 H 0.339 -2.218 -2.667  -0.50
68 H -1.503 -5.193 2.344  0.29
69 H 4.231 4.705 1.150  0.12
70 H 1.887 4.203 2.094  -0.40
71 H -1.505 -5.369 0.088  0.66
72 H 1.649 -4.219 -2.244  -0.09
73 H 2.016 -2.788 -6.239  0.20
74 H 0.784 5.133 5.562  0.37
75 H -1.659 2.499 -0.843  0.51
76 H -3.249 2.507 0.599  0.56
77 H 0.982 -6.320 3.231  0.29
78 H 1.968 -0.747 1.613  0.39
79 H -2.048 -0.722 -2.607  0.92
80 H -0.220 -2.543 -5.665  0.31
81 H -0.375 3.168 5.586  0.20
82 H -0.498 0.314 2.653  -0.12
83 H -5.361 -0.408 -4.072  0.30
84 H -5.553 0.486 -1.679  0.40
85 H 2.134 4.160 6.089  0.23
86 H -0.329 -4.146 0.120  -0.56
87 H 1.437 2.191 5.455  0.30
88 H -0.665 -3.340 -3.421  0.65
89 H 3.606 0.769 0.972  0.00
90 H 0.045 4.736 -0.113  -0.05
91 H 0.102 -4.047 2.389  -0.01


Q.
C28H56O7 | ωB97M-V/def2-TZVPD

SMILES string: C1CCOC1.C1CCOC1.C1CCOC1.C1CCOC1.C1CCOC1.C1CCOC1.C1CCOC1
HOMO, Eh: -0.3431
Molar mass, g mol⁻¹: 504.749
HOMO-LUMO gap, hartree: 0.362

Each line ends with the Mulliken charge.
CARTESIAN COORDINATES (ANGSTROEM)
1 O -7.207 -3.222 -13.528  -0.45
2 O -4.689 -8.858 -16.825  -0.45
3 O -9.616 -7.109 -20.629  -0.47
4 O -3.008 -0.422 -16.229  -0.48
5 O -8.165 -2.572 -18.301  -0.44
6 O -12.136 -2.871 -20.373  -0.41
7 O -7.703 0.768 -22.214  -0.49
8 C -8.124 -4.334 -15.417  0.26
9 C -12.419 -2.331 -21.664  -0.41
10 C -5.332 -8.226 -17.927  -0.45
11 C -10.046 -6.501 -21.851  0.73
12 C -12.625 -4.212 -20.290  0.02
13 C -7.455 -0.556 -21.767  0.19
14 C -6.710 -3.953 -19.503  0.15
15 C -5.664 -9.113 -15.814  -0.46
16 C -3.906 -1.823 -14.575  -0.10
17 C -4.224 -0.933 -15.761  0.07
18 C -8.515 -8.293 -22.243  -0.71
19 C -8.375 -7.763 -20.819  -0.02
20 C -8.344 -5.158 -14.158  -0.46
21 C -6.807 -2.687 -18.648  -0.16
22 C -2.548 -2.408 -14.974  -0.65
23 C -12.566 -3.540 -22.556  -0.30
24 C -6.009 -0.914 -22.187  -0.43
25 C -7.270 -4.625 -13.236  -0.48
26 C -8.096 -4.135 -20.074  0.40
27 C -7.027 -8.761 -16.404  -0.66
28 C -6.620 -7.648 -17.378  0.25
29 C -13.340 -4.457 -21.611  -0.72
30 C -6.475 1.387 -22.565  -0.56
31 C -1.947 -1.333 -15.878  -0.48
32 C -5.563 0.277 -23.044  -0.46
33 C -9.186 -7.126 -22.964  -0.78
34 C -7.711 -2.986 -14.829  0.26
35 C -8.977 -3.090 -19.345  -0.35
36 H -9.295 -4.863 -13.704  0.29
37 H -5.363 -1.083 -21.325  0.23
38 H -8.411 -6.412 -23.257  0.27
39 H -1.250 -0.696 -15.330  0.28
40 H -13.355 -1.762 -21.612  0.27
41 H -11.813 -4.944 -20.210  -0.08
42 H -4.624 -2.633 -14.419  -0.06
43 H -9.006 -4.261 -16.052  0.32
44 H -2.773 -3.342 -15.496  0.26
45 H -13.261 -4.325 -19.412  0.33
46 H -5.632 -10.152 -15.482  0.34
47 H -5.006 -0.204 -15.547  0.38
48 H -8.125 -1.265 -22.262  0.05
49 H -8.343 -6.245 -14.230  0.23
50 H -1.882 -2.689 -14.159  0.36
51 H -7.502 -4.740 -12.177  0.35
52 H -6.975 -2.483 -15.466  -0.22
53 H -9.786 -7.390 -23.831  0.38
54 H -6.442 -4.826 -18.894  -0.40
55 H -7.458 -9.590 -16.968  0.29
56 H -5.429 -8.483 -14.950  0.23
57 H -5.603 -9.030 -18.632  0.24
58 H -6.458 -6.743 -16.786  -0.27
59 H -8.559 -2.295 -14.768  0.25
60 H -9.257 -9.095 -22.202  0.27
61 H -13.059 -3.395 -23.515  0.39
62 H -7.625 -0.630 -20.691  0.07
63 H -11.617 -1.646 -21.941  0.27
64 H -7.350 -4.784 -16.045  -0.42
65 H -7.511 -7.119 -20.610  0.08
66 H -1.461 -1.745 -16.763  0.29
67 H -6.375 -1.831 -19.186  -0.02
68 H -8.193 -4.012 -21.162  0.30
69 H -5.685 0.063 -24.106  0.24
70 H -7.612 -8.665 -22.722  0.40
71 H -7.758 -8.405 -15.680  0.32
72 H -6.699 2.178 -23.285  0.33
73 H -6.042 1.938 -21.716  0.26
74 H -11.586 -3.985 -22.754  0.07
75 H -4.708 -7.521 -18.473  0.36
76 H -8.559 -5.118 -19.978  -0.41
77 H -7.333 -7.438 -18.175  0.11
78 H -4.694 -1.548 -16.552  -0.11
79 H -9.953 -5.413 -21.813  -0.52
80 H -14.401 -4.187 -21.599  0.30
81 H -5.975 -1.834 -22.771  0.31
82 H -13.361 -5.505 -21.923  0.33
83 H -9.282 -2.314 -20.049  0.02
84 H -6.272 -5.054 -13.398  0.20
85 H -11.107 -6.747 -21.936  0.23
86 H -3.918 -1.315 -13.607  0.29
87 H -6.166 -2.760 -17.766  0.03
88 H -5.891 -3.954 -20.227  0.47
89 H -9.846 -3.636 -18.988  0.17
90 H -8.294 -8.617 -20.143  0.23
91 H -4.508 0.513 -22.901  0.32


Q: Which of them is the least stable? A: P.


P.
C2H4N3 | ωB97M-V/def2-TZVPD

SMILES string: C=NN=[N+]=C
HOMO, Eh: -0.5586
Molar mass, g mol⁻¹: 70.075
Net charge: +1
HOMO-LUMO gap, hartree: 0.316

Each line ends with the Mulliken charge.
CARTESIAN COORDINATES (ANGSTROEM)
1 N 0.070 0.511 1.036  0.49
2 N -0.074 -0.635 -1.013  -0.18
3 N 0.612 0.526 0.008  -0.28
4 C 0.193 -0.581 -2.206  -0.12
5 C -0.253 0.496 2.217  -0.10
6 H -1.311 0.797 2.640  0.28
7 H 0.740 0.230 -2.672  0.29
8 H 0.107 -1.346 -2.857  0.33
9 H 0.354 0.014 3.142  0.29


Q.
C2H4N3 | ωB97M-V/def2-TZVPD

SMILES string: [NH+]#CN1CN1
HOMO, Eh: -0.5682
Molar mass, g mol⁻¹: 70.075
Net charge: +1
HOMO-LUMO gap, hartree: 0.401

Each line ends with the Mulliken charge.
CARTESIAN COORDINATES (ANGSTROEM)
1 N 0.923 -1.735 1.150  -0.03
2 N 0.194 -0.161 -0.507  -0.13
3 N -1.036 0.417 -0.093  -0.36
4 C 0.647 -0.884 0.400  0.45
5 C -0.115 1.289 -0.672  -0.04
6 H -1.912 -0.017 -0.358  0.27
7 H 0.257 2.073 0.060  0.29
8 H -0.010 1.389 -1.809  0.29
9 H 1.051 -2.371 1.829  0.27


Q: Which of them is the least stable? A: P.